(1)
A cluster of 2 separate species, C6H11IO3 in total. Source: the OMol25 dataset; level of theory: ωB97M-V/def2-TZVPD.

frontier orbital gap = 7.7 eV
energy = -758.4074 Ha
relative energy (zero: lowest compared OMol25 entry of this formula, charge and spin) = 484.14 kJ/mol

```
! RIJCOSX wB97M-V def2-TZVPD def2/J DEFGRID3
* xyz 0 1
I 1.008 0.059 -3.292
O 1.128 -0.355 -0.179
O -2.291 -0.584 -0.675
O -1.057 -1.926 -1.892
C -1.157 -1.196 -0.938
C 2.108 -0.751 0.765
C -0.344 1.296 -2.234
C -0.960 -0.153 1.212
C -2.039 0.460 0.325
C -0.106 -0.952 0.182
H -1.895 1.448 -0.094
H -3.082 0.696 0.909
H -0.103 -1.016 -3.454
H 2.405 -1.886 0.896
H 2.925 -0.090 0.429
H 1.693 -0.309 1.650
H -0.967 2.067 -2.838
H -0.005 -1.901 0.657
H -0.378 0.575 1.582
H -1.265 -0.753 1.952
H 0.344 1.762 -1.554
*
```



(2)
A cluster of 2 separate species, C2H3NOS3 in total. Source: the OMol25 dataset; level of theory: ωB97M-V/def2-TZVPD.

frontier orbital gap (alpha / beta) = 6.6 / 6.7 eV
energy = -1402.3715 Ha
relative energy (zero: lowest compared OMol25 entry of this formula, charge and spin) = 475.90 kJ/mol

```
! RIJCOSX wB97M-V def2-TZVPD def2/J DEFGRID3
* xyz 0 1
S 1.416 -1.513 0.635
S 0.566 -0.496 -2.521
S 1.421 1.257 1.852
O -1.792 0.722 0.339
N -1.452 0.271 -0.943
C 0.851 0.043 0.939
C -0.212 0.059 -1.213
H 2.480 -1.445 1.650
H -1.036 0.504 0.845
H -2.242 0.597 -1.581
*
```



(3)
An isolated molecule of C6H8. Source: the OMol25 dataset; level of theory: ωB97M-V/def2-TZVPD.

frontier orbital gap = 10.0 eV
structure (SMILES) = CC#CC1CC1
energy = -233.3254 Ha
relative energy (zero: lowest compared OMol25 entry of this formula, charge and spin) = 161.65 kJ/mol

```
! RIJCOSX wB97M-V def2-TZVPD def2/J DEFGRID3
* xyz 0 1
C 0.500 -0.414 0.231
C 1.572 0.031 -0.097
C -1.850 0.390 0.260
C -0.850 -0.658 0.694
C 2.795 0.753 -0.450
C -1.994 -1.017 -0.224
H -2.787 -1.612 0.220
H -1.459 1.116 -0.447
H 2.625 1.355 -1.349
H -1.791 -1.238 -1.267
H -0.929 -1.033 1.711
H 3.061 1.440 0.361
H 3.649 0.095 -0.635
H -2.543 0.791 0.992
*
```



(4)
A cluster of 4 separate species, C19H40BN2O7 in total. Source: the OMol25 dataset; level of theory: ωB97M-V/def2-TZVPD.

frontier orbital gap = 6.6 eV
energy = -1409.1118 Ha

```
! RIJCOSX wB97M-V def2-TZVPD def2/J DEFGRID3
* xyz -1 1
O 1.686 4.318 0.567
O 0.687 -1.010 1.715
O 0.139 2.850 -0.270
O 0.733 1.949 1.840
O -5.085 1.151 -1.796
O -4.940 -2.197 -3.497
O -2.470 -2.296 1.158
N -1.605 2.898 1.641
N 1.902 -2.539 -0.152
C -3.847 -4.140 -4.479
C -5.032 -3.192 -4.505
C 1.467 3.013 -0.041
C -2.940 -1.342 0.206
C 1.853 1.891 0.960
C 5.160 0.714 2.214
C 6.342 0.158 1.713
C -6.596 0.419 -0.039
C 3.105 2.213 1.821
C 1.925 0.511 0.301
C 6.807 0.454 0.443
C 4.908 1.874 0.124
C -2.207 -1.434 -1.114
C 6.085 1.331 -0.359
C 4.411 1.574 1.400
C -5.813 1.568 -0.645
C 4.761 0.342 3.622
C 2.007 -0.598 1.361
C 2.728 -1.837 0.843
B -0.450 2.164 0.951
H -5.119 -2.721 -5.492
H -5.074 1.953 0.056
H 6.436 1.595 -1.351
H 1.332 -3.242 0.296
H 0.409 -0.449 2.447
H 2.528 -0.222 2.246
H -6.487 2.392 -0.909
H -1.141 -1.249 -0.973
H -2.916 -3.599 -4.660
H 2.984 -2.486 1.692
H 2.073 3.017 -0.961
H -1.657 2.535 2.590
H 2.491 -3.004 -0.828
H -4.003 -1.543 0.063
H 4.224 -0.611 3.642
H -7.319 0.029 -0.761
H -5.958 -3.732 -4.309
H -4.129 -1.696 -3.637
H -1.533 -2.102 1.287
H 4.317 2.545 -0.491
H 3.660 -1.544 0.353
H 6.916 -0.518 2.340
H -2.453 2.557 1.200
H -2.826 -0.333 0.614
H 5.644 0.251 4.259
H 1.036 0.312 -0.296
H 3.254 3.293 1.808
H -3.946 -4.914 -5.243
H -3.767 -4.618 -3.503
H 2.784 0.438 -0.374
H -0.866 1.033 0.538
H -5.714 0.802 -2.436
H -2.324 -2.434 -1.544
H 7.722 0.011 0.067
H 2.389 4.762 0.086
H 4.111 1.085 4.084
H -5.921 -0.395 0.220
H 2.856 1.961 2.851
H -7.139 0.724 0.857
H -2.598 -0.693 -1.815
*
```



(5)
A cluster of 2 separate species, C4H6O7 in total. Source: the OMol25 dataset; level of theory: ωB97M-V/def2-TZVPD.

frontier orbital gap (alpha / beta) = 7.8 / 7.7 eV
energy = -682.7393 Ha
relative energy (zero: lowest compared OMol25 entry of this formula, charge and spin) = 0.00 kJ/mol

```
! RIJCOSX wB97M-V def2-TZVPD def2/J DEFGRID3
* xyz -1 2
O -0.135 0.559 2.941
O 0.095 2.648 2.217
O -0.351 0.219 -1.235
O -0.572 2.143 4.283
O -1.865 1.342 -2.271
O -1.612 -0.838 -2.774
O 2.041 -1.823 0.571
C -0.210 1.829 3.107
C -1.292 0.150 -2.157
C 1.323 -0.683 0.202
C 0.354 -0.987 -0.927
H -2.593 1.286 -2.902
H 1.525 -2.624 0.326
H 1.995 0.142 -0.087
H 0.891 -1.329 -1.823
H 0.766 -0.269 1.151
H -0.360 -1.764 -0.622
*
```



(6)
A cluster of 3 separate species, C18H28F4O5 in total. Source: the OMol25 dataset; level of theory: ωB97M-V/def2-TZVPD.

frontier orbital gap = 8.5 eV
structure (SMILES) = O=C1C=CC(=O)C(CCOCC(F)(F)F)=C1F.CCOCC.CCOCC
energy = -1478.2453 Ha

```
! RIJCOSX wB97M-V def2-TZVPD def2/J DEFGRID3
* xyz 0 1
F 0.208 -3.388 -1.377
F 5.093 -6.109 -1.996
F 5.028 -4.730 -3.685
F 5.282 -3.966 -1.663
O 1.929 0.903 -1.613
O -3.818 2.439 -1.292
O 0.519 1.806 3.852
O -2.071 -1.655 -1.331
O 2.460 -3.936 -3.047
C 1.410 -1.377 -1.257
C -0.825 -0.246 0.119
C 0.274 -2.075 -1.166
C 1.833 2.338 3.863
C 2.769 -1.911 -1.606
C 2.883 -2.591 -2.974
C -3.831 0.610 -2.946
C 0.046 2.190 6.239
C 0.072 1.226 5.064
C 3.131 -4.841 -2.223
C 2.909 1.314 4.184
C 4.642 -4.899 -2.416
C 1.294 0.089 -0.983
C 0.304 0.465 0.067
C -4.230 1.112 -1.570
C -5.836 3.546 -2.170
C -4.320 3.441 -2.155
C -1.006 -1.372 -0.834
H -4.131 -0.431 -3.063
H 3.898 -2.460 -3.341
H -4.298 1.185 -3.747
H 3.109 -2.531 -0.782
H -6.307 2.637 -2.545
H 1.998 2.729 2.859
H -5.311 1.006 -1.420
H 3.441 -1.061 -1.638
H -2.749 0.675 -3.075
H -3.747 0.495 -0.812
H -3.933 3.302 -3.171
H -1.589 -0.022 0.843
H 1.895 3.192 4.546
H -6.215 3.727 -1.163
H 2.942 -4.662 -1.167
H -0.941 0.880 4.860
H 1.042 2.557 6.491
H 3.894 1.777 4.126
H -0.579 3.053 6.009
H 2.796 0.899 5.186
H 2.749 -5.822 -2.465
H 2.238 -2.053 -3.656
H 0.666 0.338 5.307
H -6.147 4.371 -2.811
H -0.355 1.691 7.121
H 2.871 0.486 3.475
H -3.897 4.375 -1.785
H 0.509 1.284 0.734
*
```



(7)
An isolated molecule of C6H16N2. Source: the OMol25 dataset; level of theory: ωB97M-V/def2-TZVPD.

frontier orbital gap = 8.8 eV
structure (SMILES) = CCN(N)C(C)(C)C
energy = -347.6670 Ha
relative energy (zero: lowest compared OMol25 entry of this formula, charge and spin) = 151.71 kJ/mol

```
! RIJCOSX wB97M-V def2-TZVPD def2/J DEFGRID3
* xyz 0 1
N 0.035 -0.816 -0.075
N 0.807 -1.681 -0.928
C 0.744 1.312 -1.254
C -1.429 -0.821 -0.577
C -2.351 -1.275 0.543
C 2.051 0.397 0.755
C -0.246 1.374 1.058
C 0.590 0.539 0.068
H -1.236 1.621 0.663
H 2.801 0.046 0.040
H 0.910 -2.596 -0.481
H -1.522 -1.530 -1.409
H -2.027 -2.235 0.959
H -1.762 0.140 -0.978
H 0.250 2.327 1.277
H -0.381 0.844 2.007
H 1.212 0.718 -2.045
H -2.390 -0.545 1.357
H 1.375 2.198 -1.115
H 2.390 1.369 1.130
H -3.371 -1.405 0.164
H -0.217 1.664 -1.642
H 2.017 -0.298 1.601
H 1.750 -1.347 -1.118
*
```



(8)
A structure of composition F3Sr3. Source: the OMol25 dataset; level of theory: ωB97M-V/def2-TZVPD.

frontier orbital gap = 3.7 eV
energy = -390.5482 Ha
relative energy (zero: lowest compared OMol25 entry of this formula, charge and spin) = 943.75 kJ/mol

```
! RIJCOSX wB97M-V def2-TZVPD def2/J DEFGRID3
* xyz 3 1
Sr -12.434 17.515 6.751
Sr -13.696 22.390 10.036
Sr -12.408 23.751 4.260
F -12.957 20.981 6.495
F -13.265 18.726 10.120
F -14.340 21.055 2.601
*
```



(9)
An isolated molecule of C5H7N. Source: the OMol25 dataset; level of theory: ωB97M-V/def2-TZVPD.

frontier orbital gap = 9.2 eV
structure (SMILES) = C#C[C@@H]1CN1C
energy = -249.2905 Ha
relative energy (zero: lowest compared OMol25 entry of this formula, charge and spin) = 479.69 kJ/mol

```
! RIJCOSX wB97M-V def2-TZVPD def2/J DEFGRID3
* xyz 0 1
N 0.268 -0.195 -0.095
C 0.621 -0.675 -1.389
C 0.496 -0.467 1.273
C -0.893 -0.243 0.725
C -0.945 2.122 0.194
C -1.387 1.143 0.749
H -0.415 2.851 -0.373
H 0.938 0.351 1.848
H 0.970 -1.712 -1.398
H 0.747 -1.471 1.629
H -1.574 -1.097 0.701
H -0.237 -0.579 -2.069
H 1.410 -0.026 -1.796
*
```



(10)
A structure of composition C33H29BrGeN5O2S2W. Source: the OMol25 dataset; level of theory: ωB97M-V/def2-TZVPD.

frontier orbital gap (alpha / beta) = 6.3 / 5.8 eV
energy = -7213.0881 Ha
relative energy (zero: lowest compared OMol25 entry of this formula, charge and spin) = 0.00 kJ/mol

```
! RIJCOSX wB97M-V def2-TZVPD def2/J DEFGRID3
* xyz 2 4
W -0.614 1.084 0.417
Br 0.619 7.783 -0.043
Ge 0.280 -1.683 0.354
S -2.808 1.422 0.725
S 0.211 0.949 2.795
O -0.862 1.045 -1.539
O -1.478 0.495 -3.577
N 4.097 0.521 2.711
N 1.816 1.036 0.047
N 2.872 0.576 3.313
N 2.503 0.876 1.259
N -0.094 3.219 0.340
C 3.473 -2.876 2.761
C 4.857 0.693 0.358
C -2.450 -1.861 1.409
C 2.491 -3.670 -2.507
C -1.625 -1.824 0.269
C -5.480 1.291 -2.959
C 2.886 -3.145 3.989
C 1.840 -3.252 -1.358
C 1.289 -1.162 -2.423
C -1.802 0.842 -2.473
C 1.875 0.782 2.462
C 1.227 -1.990 -1.301
C 2.565 -2.825 -3.607
C 1.516 -2.982 4.160
C -0.567 5.306 -0.730
C 1.012 5.213 1.069
C -5.956 1.558 -1.684
C -3.544 -2.281 -1.125
C 0.731 -2.549 3.104
C 0.763 3.862 1.155
C -2.189 -2.023 -1.003
C -3.711 1.379 -0.810
C 2.688 -2.440 1.704
C -5.075 1.603 -0.616
C -4.344 -2.317 0.007
C 3.864 0.694 1.454
C -3.800 -2.110 1.271
C -4.128 1.078 -3.156
C 1.309 -2.271 1.861
C 0.333 5.956 0.108
C 1.965 -1.577 -3.563
C -3.222 1.117 -2.096
C -0.749 3.950 -0.584
H 1.998 -0.928 -4.428
H 2.074 1.931 -0.373
H -7.010 1.734 -1.517
H -3.972 -2.452 -2.104
H 1.240 3.273 1.924
H -3.735 0.873 -4.142
H 2.791 0.437 4.309
H 0.764 -0.213 -2.449
H -0.333 -2.438 3.257
H 3.494 -3.496 4.812
H 1.059 -3.209 5.114
H 1.707 5.680 1.751
H -1.122 5.843 -1.484
H 3.081 -3.146 -4.502
H -5.443 1.808 0.381
H -1.439 3.417 -1.222
H -1.564 -2.014 -1.889
H 4.841 1.635 -0.193
H 2.084 0.287 -0.602
H -2.043 -1.690 2.397
H -4.437 -2.148 2.145
H 1.800 -3.926 -0.509
H 2.940 -4.654 -2.544
H 4.663 -0.122 -0.344
H 4.537 -3.013 2.625
H -6.160 1.256 -3.800
H 5.847 0.556 0.785
H 3.155 -2.258 0.742
H -5.404 -2.515 -0.090
*
```



(11)
A cluster of 12 separate species, C46H94N2O12 in total. Source: the OMol25 dataset; level of theory: ωB97M-V/def2-TZVPD.

frontier orbital gap = 9.0 eV
structure (SMILES) = CN(C)C=O.CN(C)C=O.C1CCOC1.C1CCOC1.C1CCOC1.C1CCOC1.C1CCOC1.C1CCOC1.C1CCOC1.C1CCOC1.C1CCOC1.C1CCOC1
energy = -2821.2203 Ha
relative energy (zero: lowest compared OMol25 entry of this formula, charge and spin) = 0.00 kJ/mol

```
! RIJCOSX wB97M-V def2-TZVPD def2/J DEFGRID3
* xyz 0 1
O 19.041 16.403 13.031
O 15.534 13.154 11.219
O 12.858 11.803 7.748
O 9.348 16.924 11.999
O 19.986 13.174 15.140
O 14.761 9.577 11.482
O 10.259 16.551 17.362
O 15.636 11.109 15.278
O 15.502 17.460 16.337
O 11.950 21.048 15.331
O 11.286 13.635 13.003
O 14.217 18.000 9.158
N 17.184 10.695 13.655
N 21.187 17.038 12.463
C 15.334 16.914 15.006
C 11.286 13.719 15.370
C 9.100 18.634 17.079
C 10.402 18.002 17.619
C 15.414 8.414 10.927
C 19.818 17.164 12.468
C 9.462 18.346 12.003
C 8.846 16.290 17.266
C 8.276 17.455 16.437
C 21.747 15.901 13.227
C 18.260 10.277 14.501
C 13.710 21.860 13.990
C 12.681 13.052 7.113
C 14.287 15.113 10.839
C 13.339 17.584 8.036
C 14.286 7.441 10.593
C 14.172 13.585 11.091
C 20.590 13.148 16.422
C 14.484 19.383 9.175
C 19.353 15.144 16.105
C 15.301 15.343 15.220
C 10.522 12.507 14.851
C 22.047 17.979 11.794
C 13.244 19.900 8.562
C 17.505 10.874 12.271
C 10.794 12.680 8.425
C 13.085 20.194 15.485
C 10.918 18.751 12.255
C 11.768 13.863 7.995
C 14.520 15.347 16.556
C 11.505 14.536 14.136
C 13.957 20.409 14.181
C 13.478 9.218 11.894
C 12.233 21.924 14.247
C 15.761 15.382 10.651
C 11.131 12.303 13.478
C 18.852 13.982 15.246
C 14.533 16.741 17.147
C 10.665 16.514 11.548
C 16.287 14.308 11.592
C 15.952 11.055 14.075
C 12.942 8.195 10.884
C 11.683 11.435 8.472
C 19.951 14.321 17.246
C 12.973 18.918 7.442
C 11.678 17.420 12.258
H 13.301 20.882 8.156
H 17.303 14.038 11.444
H 13.631 13.554 7.008
H 23.097 17.833 12.101
H 14.574 19.603 10.228
H 8.561 19.053 17.940
H 16.085 15.184 9.629
H 13.593 13.315 11.954
H 15.093 20.069 14.323
H 10.513 18.149 18.731
H 17.909 10.390 15.516
H 12.561 17.552 11.615
H 9.494 12.786 14.810
H 9.344 19.474 16.405
H 13.485 14.922 16.421
H 12.314 12.869 6.068
H 12.812 19.107 15.499
H 12.601 8.704 9.982
H 11.951 11.227 9.489
H 10.243 12.708 9.362
H 10.825 14.329 16.183
H 10.030 12.594 7.617
H 12.147 7.485 11.234
H 16.673 11.338 11.801
H 11.211 19.470 11.498
H 14.905 16.877 18.149
H 11.193 10.517 8.083
H 12.527 14.961 14.110
H 16.120 8.760 10.191
H 9.159 18.688 11.035
H 8.787 15.224 16.889
H 11.652 21.713 13.279
H 11.016 19.326 13.189
H 13.691 15.287 9.897
H 8.701 18.751 12.667
H 14.290 7.271 9.521
H 18.513 14.235 14.194
H 10.898 15.431 13.997
H 18.081 13.433 15.741
H 11.287 14.568 7.376
H 13.853 16.843 7.463
H 15.541 19.619 8.659
H 13.896 22.251 12.967
H 13.817 13.049 10.202
H 14.862 14.704 14.417
H 19.206 10.816 14.357
H 16.334 14.996 15.334
H 18.443 15.645 16.429
H 11.942 18.976 7.044
H 13.584 17.370 17.070
H 21.161 15.041 13.031
H 12.048 11.775 13.505
H 20.524 14.910 17.885
H 22.734 15.649 12.882
H 14.277 22.412 14.710
H 22.071 17.908 10.661
H 8.516 17.291 15.399
H 16.117 17.281 14.352
H 10.727 15.433 11.621
H 13.524 19.709 13.359
H 10.819 16.847 10.496
H 16.027 16.408 10.831
H 11.947 22.943 14.544
H 19.998 15.790 15.531
H 21.705 16.027 14.288
H 20.370 12.183 16.868
H 8.452 16.387 18.303
H 12.229 14.277 8.842
H 13.624 20.452 16.467
H 15.185 11.293 13.333
H 21.683 13.222 16.331
H 16.100 14.499 12.647
H 19.487 18.016 11.889
H 17.799 10.012 11.705
H 11.851 17.161 13.305
H 13.532 8.780 12.888
H 10.521 11.797 12.685
H 10.636 11.594 15.511
H 13.782 15.724 11.608
H 12.941 10.108 12.082
H 14.331 6.538 11.202
H 7.207 17.552 16.469
H 19.109 13.918 17.849
H 21.782 18.987 12.035
H 18.267 11.651 12.221
H 12.436 17.121 8.459
H 13.570 19.216 6.576
H 12.282 13.350 15.698
H 11.334 18.327 17.122
H 16.005 7.902 11.678
H 18.583 9.206 14.311
H 14.376 17.320 14.655
H 12.430 19.828 9.280
H 14.958 14.695 17.273
*
```



(12)
A structure of composition C2H7N. Source: the OMol25 dataset; level of theory: ωB97M-V/def2-TZVPD.

frontier orbital gap = 8.1 eV
energy = -134.9638 Ha
relative energy (zero: lowest compared OMol25 entry of this formula, charge and spin) = 475.61 kJ/mol

```
! RIJCOSX wB97M-V def2-TZVPD def2/J DEFGRID3
* xyz 0 1
N -0.917 -0.395 0.037
C 1.986 0.010 -0.337
C -2.165 0.104 0.517
H 1.709 -0.891 0.172
H 2.902 0.507 -0.022
H 2.080 -0.118 -1.394
H -2.346 1.116 0.499
H -2.649 -0.471 1.334
H -1.745 -0.399 -0.745
H 1.145 0.538 -0.061
*
```